Computed, not measured: a structure of composition C5H8O at a distorted geometry, with ωB97M-V/def2-TZVPD.

energy relative to the best compared isomer or geometry (same formula, charge and spin): 400.4 kJ/mol
molecular weight: 84.118 g/mol
frontier orbital gap: 0.36936 Ha
F_max: 0.082 Eh/bohr
electronic energy: -270.4054 Ha

Geometry (Å):
C -1.163802 0.865534 -0.576411
C -1.461656 -0.213689 0.452026
C -0.076884 -0.052582 -0.101969
C 0.871946 -0.946963 -0.767418
O 2.332915 -0.371212 0.109033
C 1.332966 0.326614 0.766260
H -1.607561 0.765120 -1.570071
H -1.110626 1.896458 -0.225971
H -1.606322 0.096840 1.488075
H -2.107384 -1.043539 0.153228
H 0.850233 -1.995989 -0.503471
H 1.220387 -0.669624 -1.744304
H 1.084222 -0.064917 1.755311
H 1.439872 1.414916 0.750680

Forces on the atoms, in the same order (eV/Å):
0.332 0.027 0.014
0.324 -0.082 0.087
1.915 1.100 1.626
3.073 -0.184 0.362
-3.227 -1.565 -2.236
-3.527 1.141 0.407
0.254 -0.122 0.259
-0.042 -0.211 -0.070
0.012 -0.047 -0.242
0.346 0.186 -0.029
0.000 -0.134 -0.296
-0.208 -0.360 -0.548
0.442 0.225 0.347
0.307 0.026 0.319

Results of the natural (NBO) charge analysis, in e, for atoms 1 through 6: atom 1 (C): -0.410, atom 2 (C): -0.413, atom 3 (C): -0.179, atom 4 (C): -0.002, atom 5 (O): -0.609, atom 6 (C): 0.007



Computed, not measured: a structure of composition C21H25ClN2V at a distorted geometry, with ωB97M-V/def2-TZVPD.

molecular weight: 391.842 g/mol
<S²>: 0.807
frontier orbital gap (alpha / beta): 0.23418 / 0.25038 Ha
net charge: +2
F_max: 0.044 Eh/bohr
multiplicity: 2
electronic energy: -2328.3666 Ha

Geometry (Å):
C 0.024095 0.139974 -5.644278
C 1.394628 0.698555 -6.028020
C -0.196500 -1.188401 -6.368106
C -1.060426 1.130848 -6.068090
Cl -0.053072 -0.122837 -3.837051
H -0.151425 -1.038674 -7.459192
H -1.174188 -1.613570 -6.129418
H 0.570575 -1.918592 -6.099439
H 1.449234 0.856235 -7.117632
H 2.195797 0.009561 -5.750018
H 1.583295 1.658688 -5.541924
H -1.022964 1.292879 -7.157717
H -0.925225 2.099876 -5.581722
H -2.057262 0.758481 -5.820172
C 1.638180 -2.054668 1.865454
C 0.742196 -2.790898 1.021162
C 0.739906 -2.143488 -0.269801
H 0.253854 -3.724885 1.285580
C 1.557517 -0.959252 -0.176537
C 2.167508 -0.961740 1.122602
H 2.981014 -0.315565 1.443682
H 1.942584 -2.367071 2.862690
H 0.313504 -2.544002 -1.182705
H 1.773169 -0.265788 -0.983972
C -2.305879 0.505984 1.365591
C -2.463688 -0.720271 2.071613
C -2.249340 -1.805291 1.158791
H -2.807103 -0.838147 3.096986
C -1.979389 -1.228109 -0.138013
C -1.926683 0.205417 0.014085
H -1.757586 0.927467 -0.779440
H -2.548245 1.492367 1.752589
H -2.382312 -2.857595 1.392478
H -1.957087 -1.763988 -1.079638
V -0.270597 -0.831013 1.185892
N 0.091905 -0.285324 5.363041
C -0.155621 -0.939776 4.209465
N 0.043974 -0.137459 3.148001
C 0.444405 1.115714 3.652345
C 0.711104 2.311154 2.992352
C 1.018602 3.428152 3.777648
C 1.047046 3.340654 5.180489
C 0.773763 2.131967 5.838713
C 0.478391 1.034218 5.050437
H 0.014115 -0.697017 6.293426
H -0.482754 -1.973594 4.160510
H 0.664022 2.314439 1.902360
H 1.240053 4.387704 3.304037
H 1.286473 4.228970 5.767336
H 0.786437 2.017711 6.933533

Forces on the atoms, in the same order (eV/Å):
0.077 0.255 -1.823
0.212 0.043 0.284
-0.050 -0.268 0.220
-0.193 0.113 0.275
-0.003 -0.022 0.149
0.009 0.102 0.432
0.056 0.049 -0.010
-0.039 0.065 -0.013
-0.175 -0.114 0.396
-0.069 0.030 -0.020
-0.037 -0.062 -0.028
0.113 -0.166 0.397
0.014 -0.072 -0.029
0.076 0.003 -0.017
-0.218 -0.561 -0.997
0.715 0.436 -0.130
0.349 0.277 0.321
0.106 0.231 -0.141
0.005 -1.027 0.475
-0.759 -0.401 -0.590
-0.520 0.205 0.109
-0.240 0.325 -0.206
-0.104 0.233 0.205
-0.127 -0.140 0.106
0.314 -0.759 -0.672
-0.242 -0.537 -1.045
-0.383 0.791 -0.088
0.367 0.136 -0.204
-0.110 0.420 0.354
-0.603 -0.876 0.485
0.021 -0.197 0.111
0.546 -0.134 0.063
0.026 0.238 -0.140
0.250 0.110 0.174
0.650 1.514 1.536
0.062 0.046 -0.309
0.445 1.402 -0.130
-0.171 -0.909 0.903
-0.263 -0.360 0.203
0.096 0.153 0.092
-0.084 -0.337 -0.426
-0.094 -0.629 0.388
0.215 0.496 0.488
-0.348 -0.613 -0.344
0.038 0.241 -0.426
0.111 0.233 0.076
0.110 0.395 0.215
-0.103 -0.384 0.126
-0.086 -0.316 -0.184
0.037 0.343 -0.610

Results of the natural (NBO) charge analysis, in e, for atoms 1 through 6: atom 1 (C): 0.053, atom 2 (C): -0.635, atom 3 (C): -0.635, atom 4 (C): -0.635, atom 5 (Cl): -0.167, atom 6 (H): 0.237



Question: F_max of number 1 (C5H8O)?
Answer: 0.082 Eh/bohr



Question: Among the records above, which one has the lowest F_max?
Answer: C21H25ClN2V



Question: The lowest electronic energy belongs to which entry?
Answer: C21H25ClN2V